The following is a DFT calculation (ωB97M-V with the def2-TZVPD basis set) of a cluster of 2 separate species, C4H2Cl4 in total in a non-equilibrium geometry.

Its expectation value of S² is 2.01. The calculation puts the HOMO energy (spin up / spin down) at -6.0398 / -9.7566 eV. The multiplicity is 3. The value obtained for the energy above the lowest of the compared OMol25 structures with the same formula, charge and spin is 1.5079 eV.

Each line ends with the Mulliken spin population.
Positions of all 10 atoms, in Å:
C1 -1.59933 2.74841 -0.56694  -0.0067
C2 -2.02694 1.95883 0.23402  0.0077
C3 0.61492 -0.41098 0.10255  0.8324
C4 1.68856 0.08887 0.74072  0.8451
Cl1 -1.15511 4.06885 -1.44855  0.0006
Cl2 -2.69847 0.67416 0.89071  0.0078
Cl3 1.74560 1.85126 0.30410  0.1222
Cl4 2.83238 -0.44355 1.89719  0.1132
H1 0.08717 0.28917 -0.59081  0.0522
H2 0.10332 -1.37328 0.33159  0.0255

=====

The following is a DFT calculation (ωB97M-V with the def2-TZVPD basis set) of a structure of composition C16H24N4O2S3SbW in a non-equilibrium geometry.

Its expectation value of S² is 3.77. The calculation puts the HOMO energy (spin up / spin down) at -13.6456 / -14.9305 eV. As for the total charge: +2. The multiplicity is 4.

Each line ends with the Mulliken spin population.
Positions of all 51 atoms, in Å:
W1 8.84286 11.68989 7.27747  1.8963
S1 9.51642 13.94881 8.04509  0.5645
Sb1 9.72598 14.02709 5.65089  0.0297
S2 7.53750 13.50634 6.40742  0.4628
S3 10.25708 11.70492 5.44025  0.0197
C1 9.92727 5.79763 7.09677  -0.0008
N1 9.16264 6.88477 6.45410  -0.0019
N2 9.17058 8.12964 7.04803  0.0012
C2 8.02680 8.78144 6.61954  -0.0057
O1 7.83895 10.02856 6.89170  0.0144
C3 7.29668 7.91872 5.79794  -0.0029
C4 8.02584 6.73998 5.76889  0.0002
C5 7.61871 5.45291 5.16538  -0.0001
C6 10.33241 8.78466 7.55505  0.0212
C7 11.54772 8.76563 6.89412  0.0112
C8 12.65542 9.35631 7.45929  -0.0038
C9 12.51296 10.09304 8.63120  -0.0023
C10 11.28821 10.20937 9.25394  -0.0229
C11 10.17446 9.56202 8.72561  0.0676
H1 10.74723 6.25104 7.63933  0.0006
H2 10.32697 5.13151 6.33046  0.0000
H3 9.30457 5.27037 7.83376  -0.0001
H4 6.33407 8.07960 5.29782  -0.0010
H5 6.76839 5.64058 4.54008  0.0000
H6 7.29784 4.72592 5.93724  0.0000
H7 8.43186 5.04003 4.55088  0.0000
H8 11.65739 8.30503 5.91828  0.0000
H9 13.61847 9.29574 6.94596  -0.0011
H10 13.40280 10.49711 9.08225  0.0002
H11 11.22175 10.70366 10.21298  -0.0049
H12 9.25142 9.43227 9.30501  -0.0218
C12 6.21683 12.00168 12.23300  -0.0006
N3 7.30546 11.78717 11.26189  0.0163
C13 8.56659 12.45587 11.48648  0.0143
C14 7.08035 11.27782 10.04600  -0.0305
O2 7.82198 11.65077 9.08338  -0.0275
N4 6.08383 10.41900 9.85116  0.0071
C15 5.31365 10.38963 8.61730  0.0040
C16 5.74582 9.36399 10.80870  0.0002
H13 6.25248 13.02129 12.60890  0.0005
H14 6.27467 11.34463 13.09209  0.0005
H15 5.24049 11.83995 11.77464  0.0004
H16 8.85957 12.45454 12.54944  0.0004
H17 8.55749 13.53601 11.16008  -0.0013
H18 9.36034 11.93663 10.96055  -0.0055
H19 5.62014 11.16970 7.93954  0.0007
H20 4.26987 10.54985 8.84293  0.0000
H21 5.44155 9.44090 8.14300  -0.0004
H22 6.52295 9.31219 11.55749  0.0002
H23 5.73665 8.43269 10.23271  0.0007
H24 4.75307 9.50394 11.27764  0.0001

=====

The following is a DFT calculation (ωB97M-V with the def2-TZVPD basis set) of a structure of composition C4H11NO in a non-equilibrium geometry.

The calculation puts the HOMO energy at -8.1634 eV. The multiplicity is 1. The value obtained for the energy above the lowest of the compared OMol25 structures with the same formula, charge and spin is 3.8232 eV.

Each line ends with the Löwdin charge.
Positions of all 17 atoms, in Å:
C1 -0.78665 -0.58064 -0.44562  -0.2639
C2 1.10830 0.18958 0.58267  -0.3278
C3 -0.28223 -0.27972 -1.83835  -0.0832
C4 -1.85001 0.36159 0.06258  -0.0787
N1 2.04016 0.11720 2.04518  -0.0081
O1 0.36455 -0.84951 0.92513  -0.1136
H1 -1.13664 -1.61140 -0.39591  0.1236
H2 2.28081 0.96409 2.55249  0.0103
H3 2.61028 -0.71880 2.15517  0.0199
H4 1.86058 0.01581 -0.19331  0.0990
H5 0.68583 1.19858 0.60627  0.1050
H6 -1.09951 -0.39559 -2.56258  0.0934
H7 -2.10561 0.13902 1.10036  0.0886
H8 0.08583 0.74613 -1.93084  0.0822
H9 0.51915 -0.96171 -2.13189  0.0865
H10 -1.53029 1.40575 0.00421  0.0772
H11 -2.76453 0.25962 -0.53556  0.0896

=====

The following is a DFT calculation (ωB97M-V with the def2-TZVPD basis set) of the ion C5H11N4O3S with charge +1 in a non-equilibrium geometry.

The calculation puts the HOMO energy at -12.7403 eV. As for the total charge: +1. The multiplicity is 1. The value obtained for the energy above the lowest of the compared OMol25 structures with the same formula, charge and spin is 3.4868 eV.

Each line ends with the Löwdin charge.
Positions of all 24 atoms, in Å:
C1 0.28495 -1.21998 -0.67570  -0.4850
C2 -1.38482 -1.76976 0.46859  -0.6549
C3 0.92662 -0.31978 -1.60370  -0.0625
C4 1.14301 0.41253 1.15975  -0.1507
C5 0.35624 1.45435 0.31893  -0.0321
N1 0.60757 -0.91203 0.95131  -0.0670
N2 -2.76837 -1.70240 0.68042  0.1569
N3 -0.77168 -1.01858 1.49225  0.1043
N4 0.54834 1.07074 -1.21470  0.1157
O1 -1.04142 -0.99478 -0.73548  0.0488
O2 -0.84226 -3.08379 0.18093  -0.2558
O3 0.61216 -3.44830 -1.94768  -0.4119
S1 0.63327 -3.15566 -0.55668  1.0785
H1 2.00826 -0.53114 -1.78117  0.1748
H2 0.48915 -0.55238 -2.55011  0.1483
H3 2.21053 0.46554 0.82091  0.1434
H4 1.10973 0.60881 2.22912  0.1319
H5 -0.68574 1.64378 0.45662  0.1158
H6 0.63489 2.48996 0.55328  0.1320
H7 -2.89120 -2.28783 1.50166  0.1080
H8 -3.21951 -2.16342 -0.19066  0.1624
H9 -0.75504 -1.51898 2.37720  0.1531
H10 1.30148 1.65128 -1.59175  0.1821
H11 -0.23867 1.47632 -1.66253  0.1639

=====

The following is a DFT calculation (ωB97M-V with the def2-TZVPD basis set) of a structure of composition C2HF3O2S in a non-equilibrium geometry.

The calculation puts the HOMO energy (spin up / spin down) at -10.0578 / -10.0553 eV. The multiplicity is 1. The value obtained for the energy above the lowest of the compared OMol25 structures with the same formula, charge and spin is 3.1357 eV.

Each line ends with the Löwdin charge.
Positions of all 9 atoms, in Å:
C1 -1.22918 -0.57207 0.37882  -0.0899
C2 -0.20277 0.24412 -0.39415  -0.4494
O1 -4.32081 -0.92472 0.09642  -0.3467
O2 -3.65625 1.43804 0.13133  -0.3426
F1 -1.19320 -1.76484 -0.08752  0.0705
F2 -0.36215 0.22944 -1.70859  0.0938
F3 -0.10593 1.52882 0.04477  0.0752
S1 -3.36014 0.08633 -0.16212  0.8504
H1 0.66117 -0.31911 -0.23238  0.1386